Entry 1:
Computed, not measured: an isolated molecule of C3H8N2O2S, with ωB97M-V/def2-TZVPD.

Its SMILES is CCNN(S)C(=O)O. For the energy, the calculation gives -777.24466 Eh. The calculation puts the relative energy (zero: lowest compared OMol25 entry of this formula, charge and spin) at 0.9413 eV. Its HOMO-LUMO gap is 9.90 eV.

```
! RIJCOSX wB97M-V def2-TZVPD def2/J DEFGRID3
* xyz 0 1
C -0.49850 2.27692 -0.62268
C -0.82474 0.87992 -0.12347
N 0.37727 0.28890 0.44727
N 0.13385 -1.03549 0.89244
S 1.22181 -1.52431 2.15211
C 0.20627 -2.01365 -0.16123
O -0.61560 -2.85205 -0.35666
O 1.32311 -1.85989 -0.91240
H 0.37768 2.25667 -1.27415
H -1.33253 2.69171 -1.18415
H -0.25826 2.92852 0.21639
H -1.57250 0.93139 0.66779
H -1.24868 0.27977 -0.94163
H 1.16116 0.31903 -0.19798
H 0.37541 -1.26999 3.15884
H 1.17425 -2.29745 -1.76050
*
```

=====

Entry 2:
Computed, not measured: a structure of composition C32H32NOPt at a distorted geometry, with ωB97M-V/def2-TZVPD.

For the energy, the calculation gives -1487.79768 Eh. Its HOMO-LUMO gap (spin up / spin down) is 4.68 / 4.91 eV.

```
! RIJCOSX wB97M-V def2-TZVPD def2/J DEFGRID3
* xyz -1 3
C -2.02920 -1.07167 -2.14727
C -0.66820 -1.22964 -2.49594
C 0.01322 -1.77934 -1.38672
H -0.22719 -0.96054 -3.43898
C -0.93650 -1.99050 -0.36577
C -2.18960 -1.55911 -0.83445
H -0.72694 -2.35576 0.62305
C -1.03718 2.58243 -1.44117
C -0.54495 1.88202 -2.55493
C 0.75043 1.41854 -2.23901
H -1.07352 1.70142 -3.47571
C 1.07578 1.81521 -0.92429
C -0.04379 2.54252 -0.44096
H 1.06159 -2.01844 -1.33353
H -3.09626 -1.52965 -0.25578
H -2.80411 -0.66682 -2.77605
H -0.14679 2.96231 0.54272
H 1.37666 0.83121 -2.88606
H -2.00994 3.03566 -1.34857
Pt -0.76491 0.34606 -0.76678
C 2.37930 1.59129 -0.18707
C 2.77890 2.91269 0.47886
C 3.47351 1.14811 -1.15305
H 2.87129 3.69745 -0.27077
H 3.72671 2.80482 0.99578
H 2.02679 3.23060 1.19942
H 3.65656 1.90902 -1.90989
H 3.19788 0.22416 -1.66083
H 4.39931 0.98053 -0.61400
C 2.12170 0.49846 0.85854
C 3.23082 0.15946 1.83096
H 1.84732 -0.42180 0.33514
H 1.23808 0.75559 1.44143
O 4.19633 0.87448 2.07758
N 3.08255 -1.04184 2.46309
C 2.11852 -2.07616 2.16576
H 3.86236 -1.28047 3.05529
C 2.47679 -3.00240 1.02544
C 1.63814 -4.08134 0.75105
H 0.74433 -4.22698 1.34514
C 1.92815 -4.95875 -0.28028
H 1.26640 -5.79103 -0.47988
C 3.05933 -4.76493 -1.06416
H 3.28369 -5.44619 -1.87372
C 3.89225 -3.68847 -0.80453
H 4.77437 -3.52713 -1.40994
C 3.60379 -2.81415 0.23651
H 4.26577 -1.98314 0.43772
H 1.14938 -1.62493 1.95843
H 1.97964 -2.66545 3.07244
C -6.15889 2.20349 -0.27719
C -5.28637 1.78567 -1.28036
C -3.98479 1.39563 -0.95946
C -3.52988 1.40157 0.36863
C -2.21525 0.98782 0.71312
C -1.82349 1.02502 2.05507
C -2.70003 1.47616 3.04538
C -3.99321 1.88042 2.71407
C -4.42172 1.84025 1.38280
C -5.72942 2.23893 1.04931
H -7.16721 2.50558 -0.53270
H -5.61760 1.76701 -2.31222
H -3.33956 1.10394 -1.75909
H -0.82757 0.72155 2.33140
H -2.37574 1.51709 4.07680
H -4.65844 2.22733 3.49629
H -6.41940 2.57516 1.81389
*
```

=====

Entry 3:
Computed, not measured: an isolated molecule of C22H30N4O6S at a distorted geometry, with ωB97M-V/def2-TZVPD.

Its SMILES is COCCNC(=O)[C@@H](c1ccc(OC)cc1)N(CCOC)C(=O)CCC(=O)Nc1nccs1. For the energy, the calculation gives -1925.00260 Eh. The calculation puts the relative energy (zero: lowest compared OMol25 entry of this formula, charge and spin) at 1.7861 eV. Its HOMO-LUMO gap is 9.11 eV.

```
! RIJCOSX wB97M-V def2-TZVPD def2/J DEFGRID3
* xyz 0 1
C -4.22244 3.12413 0.51044
O -3.75389 2.43411 -0.63162
C -2.70497 3.07327 -1.32805
C -1.37389 3.14166 -0.56570
N -0.81901 1.83421 -0.30365
C -0.00542 1.24640 -1.20370
O 0.35389 1.80302 -2.22239
C 0.45355 -0.18037 -0.88103
C 1.92766 -0.38013 -1.14722
C 2.38966 -1.65891 -1.45124
C 3.73314 -1.89987 -1.63139
C 4.65924 -0.86023 -1.51798
O 5.96264 -1.20207 -1.70920
C 6.93912 -0.19086 -1.65468
C 4.20384 0.41883 -1.22213
C 2.84983 0.64797 -1.03651
N 0.10753 -0.62375 0.46898
C 0.85097 -0.02596 1.55784
C 1.97658 -0.94465 2.07907
O 2.75429 -0.33982 3.08161
C 3.70496 0.58489 2.61171
C -0.77701 -1.64726 0.58665
O -1.27861 -2.16691 -0.39646
C -1.22242 -2.06380 1.98085
C -2.71522 -1.69034 2.10562
C -2.87716 -0.33320 1.47169
O -2.33802 0.67155 1.91412
N -3.57077 -0.23957 0.30509
C -4.12495 -1.22097 -0.47141
N -4.54529 -2.37709 -0.09620
C -5.03128 -3.09479 -1.13647
C -5.00382 -2.47393 -2.34053
S -4.31873 -0.90032 -2.19044
H -5.18431 2.68002 0.76264
H -4.36032 4.18733 0.29278
H -3.54247 3.00660 1.35919
H -3.01002 4.09272 -1.60227
H -2.56617 2.48477 -2.23797
H -0.66199 3.68364 -1.19361
H -1.49876 3.66476 0.38424
H -1.19414 1.33183 0.49236
H -0.11315 -0.83585 -1.55807
H 1.68196 -2.46986 -1.54113
H 4.09742 -2.88709 -1.86713
H 7.88655 -0.68516 -1.86332
H 6.98522 0.27261 -0.66341
H 6.76016 0.58153 -2.40931
H 4.88866 1.24755 -1.13421
H 2.52048 1.65348 -0.82291
H 1.29929 0.89140 1.17374
H 0.18480 0.25193 2.37909
H 1.55217 -1.84001 2.54040
H 2.60847 -1.25585 1.23566
H 4.32401 0.14479 1.82093
H 3.23923 1.49829 2.22675
H 4.32914 0.83792 3.46665
H -0.65122 -1.58204 2.76698
H -1.11394 -3.14505 2.06725
H -2.99641 -1.63704 3.15748
H -3.33913 -2.41625 1.58994
H -3.56727 0.69740 -0.12088
H -5.40575 -4.08366 -0.94631
H -5.33653 -2.83597 -3.29123
*
```